DFT (wB97M-V/def2-TZVPD) results for a cluster of 2 separate species, C8H10 in total in a non-equilibrium geometry.

```
18
Properties=species:S:1:pos:R:3:nbo_charge:R:1
C 0.564 0.506 1.981 -0.578
C -0.114 0.129 0.683 -0.143
C -1.638 0.450 0.511 -0.407
C -0.543 1.234 -0.345 -0.273
C -0.246 0.757 -1.778 -0.164
C 0.394 -0.434 -1.635 -0.250
C 0.529 -0.918 -0.287 -0.070
C 1.079 -1.884 0.258 -0.353
H 1.169 -0.646 2.222 0.185
H 1.527 1.376 1.677 0.251
H -0.368 0.667 3.139 0.245
H -2.067 1.355 1.090 0.212
H -2.517 -0.248 0.174 0.228
H -1.141 2.374 -0.084 0.243
H -0.489 1.308 -2.702 0.232
H 0.845 -0.887 -2.643 0.225
H 1.525 -2.648 -0.575 0.214
H 1.367 -1.688 1.379 0.205
```

Computed properties:
- molar mass (g mol⁻¹) = 106.2
- F_max (hartree/bohr) = 0.1574
- energy above the lowest of the compared OMol25 structures with the same formula, charge and spin (kJ/mol) = 831.4
- orbital gap (eV) = 9.115
- energy (eV) = -8449.6530

---

DFT (wB97M-V/def2-TZVPD) results for a cluster of 7 separate species, C8H10Cl20 in total in a non-equilibrium geometry.

```
38
Properties=species:S:1:pos:R:3:lowdin_spin:R:1
Cl 0.685 13.195 -9.762 0.001
C 1.128 13.658 -11.394 0.002
C 2.217 14.738 -11.308 0.002
Cl 3.748 14.081 -10.665 0.001
H 0.222 14.020 -11.880 0.002
H 1.320 12.805 -12.044 0.001
H 1.933 15.643 -10.771 0.002
H 2.462 15.104 -12.305 0.001
C -1.672 20.918 -14.054 0.025
Cl -0.278 21.280 -13.046 0.010
Cl -2.094 19.203 -13.780 0.041
Cl -1.508 21.311 -15.797 0.011
H -2.471 21.506 -13.601 0.001
C -6.695 15.363 -15.746 0.011
Cl -7.661 16.871 -15.436 0.005
Cl -5.217 15.678 -14.892 0.025
Cl -6.511 15.157 -17.500 0.006
H -7.126 14.453 -15.329 0.002
C -2.862 14.200 -8.224 0.002
Cl -1.225 14.230 -7.475 0.002
Cl -4.144 14.221 -7.074 0.005
Cl -3.007 12.709 -9.203 0.005
H -2.993 15.046 -8.899 0.001
C -1.160 19.598 -9.097 0.012
Cl -2.632 20.052 -10.109 0.003
Cl -1.582 19.546 -7.442 0.006
Cl 0.120 20.852 -9.340 0.010
H -0.781 18.614 -9.371 0.013
C -2.936 15.837 -12.319 0.160
Cl -4.313 15.175 -11.398 0.200
Cl -2.054 14.638 -13.309 0.208
Cl -1.859 16.548 -11.202 0.131
H -3.270 16.580 -13.043 0.019
C -6.552 19.577 -12.412 0.019
Cl -5.392 18.318 -12.092 0.036
Cl -8.293 19.123 -12.428 0.014
Cl -6.025 20.314 -13.905 0.004
H -6.453 20.373 -11.674 0.002
```

Computed properties:
- molar mass (g mol⁻¹) = 815.2
- expectation value of S² = 0.752
- F_max (hartree/bohr) = 0.0621
- total charge = -1
- 2S+1 = 2
- orbital gap (spin up / spin down) (eV) = 2.575 / 9.504
- energy (eV) = -258905.7603

---

DFT (wB97M-V/def2-TZVPD) results for a structure of composition C8H10Cl2CuN2 in a non-equilibrium geometry.

```
23
Properties=species:S:1:pos:R:3:lowdin_spin:R:1
Cu 1.283 0.288 0.552 -0.111
Cl 1.584 0.253 4.466 0.595
Cl 4.636 1.714 -0.795 0.534
N 1.521 -3.621 0.254 -0.001
C 0.235 -3.561 0.671 -0.001
C -0.606 -3.051 -0.335 -0.001
C 0.263 -2.728 -1.339 -0.003
C 1.541 -3.051 -0.944 -0.004
H 2.266 -3.951 0.851 0.000
H -0.009 -3.911 1.663 0.000
H -1.684 -3.016 -0.279 0.000
H 0.092 -2.402 -2.355 0.000
H 2.497 -3.058 -1.447 0.000
N -0.630 3.803 0.292 -0.001
C -0.724 3.395 -0.969 -0.001
C -1.705 2.418 -1.134 -0.001
C -2.175 2.205 0.176 -0.002
C -1.434 2.981 1.005 -0.003
H -0.092 4.546 0.715 0.000
H -0.129 3.964 -1.668 0.000
H -2.153 1.880 -1.956 0.000
H -3.082 1.723 0.511 0.000
H -1.494 3.179 2.065 0.000
```

Computed properties:
- molar mass (g mol⁻¹) = 268.6
- expectation value of S² = 0.867
- F_max (hartree/bohr) = 0.0677
- 2S+1 = 2
- energy above the lowest of the compared OMol25 structures with the same formula, charge and spin (kJ/mol) = 589.7
- orbital gap (spin up / spin down) (eV) = 6.331 / 2.872
- energy (eV) = -81117.0755